Entry 1:
The following is a quantum chemistry calculation of an isolated ion of composition C6H9INO and charge +1 at a distorted geometry, from the OMol25 dataset.

Properties
LUMO   -3.511 eV
HOMO   -13.43 eV
E   -661.38679 a.u.
Gap between HOMO and LUMO   0.3645 Eh
SMILES   O=C(I)[C@H]1[NH2+]C[C@H]2C[C@H]21
Largest force on an atom   5.5 eV/A
Total charge   +1

XYZ file:
```
18
Properties=species:S:1:pos:R:3:nbo_charge:R:1
C 0.796 -1.938 1.051 0.4527
C -1.671 0.061 -0.255 -0.4257
C 0.389 1.091 -1.230 -0.2220
C 0.709 -0.133 0.789 -0.0703
C -0.850 1.322 -0.370 -0.2245
C -0.636 0.474 0.806 -0.2887
N 0.982 -0.193 -0.752 -0.5303
O 0.963 -2.736 0.238 -0.5007
I 0.581 -2.470 3.142 0.1409
H -2.715 0.315 0.105 0.2653
H -1.623 -0.766 -0.946 0.2249
H 0.422 1.114 -2.366 0.2562
H 1.143 1.841 -0.843 0.2208
H 1.441 0.307 1.402 0.2540
H -1.193 2.292 -0.422 0.2589
H -1.119 0.645 1.783 0.2878
H 0.419 -0.965 -1.101 0.4438
H 1.962 -0.263 -1.031 0.4569
```



Entry 2:
The following is a quantum chemistry calculation of C6H9LiO7Zn as an isolated structure at a distorted geometry, from the OMol25 dataset.

Properties
LUMO (alpha / beta)   -5.029 / -5.030 eV
HOMO (alpha / beta)   -10.43 / -12.88 eV
E   -2547.37281 a.u.
Gap between HOMO and LUMO (alpha / beta)   0.1985 / 0.2886 Eh
Spin multiplicity   2
Largest force on an atom   2.3 eV/A
Total charge   +1

XYZ file:
```
24
Properties=species:S:1:pos:R:3:nbo_charge:R:1
O 1.328 -1.472 1.826 -0.9496
C 0.390 -2.282 2.135 1.0141
O -0.498 -1.894 2.937 -0.7554
Zn 0.382 -0.014 2.852 1.7079
O 0.428 -3.468 1.603 -0.4997
C -0.551 -3.835 0.606 -0.0680
C -0.937 -2.661 -0.260 -0.6671
H -1.417 -4.275 1.113 0.2100
H -0.054 -4.619 0.024 0.2158
H -1.889 -2.254 0.104 0.2338
H -1.074 -2.971 -1.304 0.2560
C -0.245 3.909 -1.908 -0.1450
C -0.276 2.690 -1.060 0.1334
O 0.425 2.817 0.107 -0.5043
C 0.955 1.751 0.732 1.0429
O 1.757 1.021 0.137 -0.7914
O 0.447 1.550 1.874 -0.9085
O -0.259 3.514 -3.262 -0.7114
Li 2.345 -0.717 0.462 0.9629
H 0.664 4.501 -1.680 0.1889
H -1.114 4.545 -1.662 0.1818
H -0.213 -1.778 -0.273 0.1947
H 0.164 4.194 -3.792 0.4823
H -0.759 1.748 -1.311 0.1760
```



Entry 3:
The following is a quantum chemistry calculation of one molecule with the formula C6H9N, from the OMol25 dataset.

Properties
LUMO   1.097 eV
HOMO   -8.52 eV
E   -288.64799 a.u.
Gap between HOMO and LUMO   0.3535 Eh
SMILES   C[C@]12C[C@H]1[C@H]1N[C@H]12
Largest force on an atom   0.6 eV/A

XYZ file:
```
16
Properties=species:S:1:pos:R:3:nbo_charge:R:1
C 0.025 -0.002 1.934 -0.6096
C -0.205 -0.131 0.445 -0.0526
C -0.303 -1.392 -0.403 -0.4160
C 0.883 -0.491 -0.531 -0.2637
C 0.569 0.814 -1.324 -0.0769
N -0.814 0.939 -1.742 -0.5657
C -0.496 1.172 -0.357 -0.0801
H 1.012 0.453 2.097 0.2113
H 0.009 -0.960 2.464 0.2188
H -0.703 0.671 2.408 0.2156
H -0.178 -2.321 0.146 0.2320
H -0.927 -1.548 -1.286 0.2015
H 1.890 -0.804 -0.274 0.2209
H 1.315 1.432 -1.812 0.2113
H -1.291 0.054 -1.868 0.3466
H -0.787 2.115 0.102 0.2066
```



Entry 4:
The following is a quantum chemistry calculation of a 2-piece molecular cluster, C6H9N overall, from the OMol25 dataset.

Properties
LUMO   0.713 eV
HOMO   -8.35 eV
E   -288.57583 a.u.
Gap between HOMO and LUMO   0.3330 Eh
SMILES   C=C=C=CN1CC1.[H][H]
Largest force on an atom   0.5 eV/A

XYZ file:
```
16
Properties=species:S:1:pos:R:3:nbo_charge:R:1
C -2.462 -0.075 -1.864 -0.4821
C -1.163 -0.014 -1.665 0.0391
C -0.038 0.250 -1.132 -0.1496
C 0.605 0.829 -0.120 0.0208
N 0.953 0.210 1.080 -0.4012
C 2.311 -0.296 1.201 -0.2431
C 1.148 -1.220 1.101 -0.2510
H -2.984 0.744 -2.355 0.2210
H -2.159 1.090 0.199 0.0001
H -3.050 -0.903 -1.478 0.2208
H 0.884 1.882 -0.177 0.2129
H -1.549 1.286 0.584 -0.0158
H 2.796 -0.120 2.155 0.2057
H 2.936 -0.191 0.316 0.2010
H 0.989 -1.747 0.163 0.2107
H 0.785 -1.726 1.991 0.2104
```



Entry 5:
The following is a quantum chemistry calculation of a 2-piece molecular cluster, C6H9N overall at a distorted geometry, from the OMol25 dataset.

Properties
LUMO   0.565 eV
HOMO   -8.48 eV
E   -288.65344 a.u.
Gap between HOMO and LUMO   0.3325 Eh
Largest force on an atom   3.2 eV/A

XYZ file:
```
16
Properties=species:S:1:pos:R:3:nbo_charge:R:1
C 1.121 -1.321 0.964 -0.6398
C 0.353 -0.675 -1.888 0.3102
C 0.027 -0.458 0.389 -0.0140
C 0.429 1.014 0.290 -0.2136
C -1.265 -0.828 0.493 -0.3979
C -0.404 2.040 0.368 -0.3812
N -0.168 -0.007 -2.693 -0.7377
H -0.688 0.771 -3.050 0.4401
H 1.494 1.183 0.180 0.2032
H 0.790 -2.352 1.091 0.2160
H 1.457 -0.933 1.926 0.2170
H 1.971 -1.324 0.279 0.2217
H -2.070 -0.237 0.090 0.1872
H -1.524 -1.826 0.808 0.1958
H -0.060 3.056 0.255 0.2000
H -1.465 1.897 0.497 0.1926
```



Entry 6:
The following is a quantum chemistry calculation of one molecule with the formula C6H9N, from the OMol25 dataset.

Properties
LUMO   1.115 eV
HOMO   -7.52 eV
E   -288.73802 a.u.
Gap between HOMO and LUMO   0.3175 Eh
SMILES   C=C1NC=C[C@H]1C
Largest force on an atom   0.3 eV/A

XYZ file:
```
16
Properties=species:S:1:pos:R:3:nbo_charge:R:1
C -1.322 1.564 0.343 -0.5290
C -0.220 0.887 0.022 0.2183
C -0.099 -0.584 -0.331 -0.2920
C -1.092 -1.585 0.240 -0.5966
C 1.385 -0.836 -0.181 -0.2837
C 1.994 0.350 -0.177 -0.0050
N 1.065 1.400 -0.203 -0.6086
H -2.264 1.043 0.466 0.2081
H -0.284 -0.533 -1.414 0.2203
H -1.337 2.647 0.374 0.2000
H -0.817 -2.597 -0.080 0.2131
H -2.095 -1.387 -0.150 0.2120
H -1.139 -1.579 1.333 0.2135
H 1.858 -1.809 -0.205 0.2206
H 3.054 0.574 -0.203 0.2112
H 1.313 2.338 0.064 0.3977
```



Entry 7:
The following is a quantum chemistry calculation of C6H9N as an isolated structure at a distorted geometry, from the OMol25 dataset.

Properties
LUMO   0.958 eV
HOMO   -9.07 eV
E   -288.65879 a.u.
Gap between HOMO and LUMO   0.3684 Eh
Largest force on an atom   4.9 eV/A

XYZ file:
```
16
Properties=species:S:1:pos:R:3:nbo_charge:R:1
C 0.645 -0.996 0.676 0.1512
C -0.646 0.493 0.771 0.3175
C 1.339 -2.104 0.633 -0.4297
C 0.723 0.202 -0.267 -0.2587
C -1.731 1.522 0.907 -0.6906
C 0.416 0.088 -1.782 -0.6176
N -0.614 -0.685 1.319 -0.4446
H 0.972 -2.985 1.164 0.2095
H 2.205 -2.125 0.168 0.1920
H 1.494 0.858 -0.066 0.2031
H -1.364 2.201 1.616 0.2370
H -2.757 1.150 1.216 0.2483
H -1.727 2.238 -0.055 0.2254
H 0.190 1.076 -2.314 0.2203
H -0.481 -0.465 -1.810 0.2145
H 1.337 -0.467 -2.173 0.2225
```



Entry 8:
The following is a quantum chemistry calculation of C6H9N as an isolated structure, from the OMol25 dataset.

Properties
LUMO   1.174 eV
HOMO   -8.45 eV
E   -288.66276 a.u.
Gap between HOMO and LUMO   0.3537 Eh
Largest force on an atom   0.5 eV/A

XYZ file:
```
16
Properties=species:S:1:pos:R:3:nbo_charge:R:1
C -1.582 0.760 -0.859 -0.4284
N -0.364 1.054 -0.121 -0.4082
C -0.188 0.414 1.168 -0.0643
C 0.426 -0.988 0.961 -0.2605
C 0.642 -1.142 -0.539 -0.4136
C 0.897 0.387 -0.524 -0.0381
C 1.275 0.260 0.988 -0.2460
H -1.409 0.920 -1.930 0.2010
H -2.368 1.455 -0.541 0.2028
H -1.956 -0.267 -0.711 0.1726
H -0.765 0.680 2.048 0.2166
H 0.360 -1.758 1.723 0.2241
H -0.152 -1.540 -1.185 0.1940
H 1.579 -1.666 -0.747 0.2109
H 1.473 0.881 -1.307 0.2047
H 2.133 0.552 1.577 0.2323
```



Entry 9:
The following is a quantum chemistry calculation of C6H9N as an isolated structure, from the OMol25 dataset.

Properties
LUMO   0.088 eV
HOMO   -7.08 eV
E   -288.52731 a.u.
Gap between HOMO and LUMO   0.2634 Eh
Largest force on an atom   0.5 eV/A

XYZ file:
```
16
Properties=species:S:1:pos:R:3:nbo_charge:R:1
C 1.927 -0.068 -0.076 0.0000
N 0.712 0.273 0.009 -0.2076
C -0.251 0.805 1.067 -0.0797
C -0.983 1.465 -0.134 -0.3953
C -0.529 0.156 -0.825 -0.1283
C -1.263 -0.981 -0.024 -0.2375
C -1.037 -0.483 1.228 -0.4128
H 2.283 -0.518 -0.999 0.2119
H 2.588 0.052 0.777 0.2056
H 0.587 -2.693 -1.531 -0.0763
H 0.204 1.373 1.882 0.2150
H -0.516 2.383 -0.516 0.1990
H -2.061 1.568 -0.013 0.2336
H -0.353 0.064 -1.900 0.2136
H -0.022 -2.476 -1.136 0.0480
H -1.285 -0.920 2.191 0.2108
```



Entry 10:
The following is a quantum chemistry calculation of one molecule with the formula C6H9N, from the OMol25 dataset.

Properties
LUMO   0.966 eV
HOMO   -8.83 eV
E   -288.66679 a.u.
Gap between HOMO and LUMO   0.3599 Eh
SMILES   C=C=C(C)[C@@H]1CN1
Largest force on an atom   0.6 eV/A

XYZ file:
```
16
Properties=species:S:1:pos:R:3:nbo_charge:R:1
C 1.108 0.648 1.493 -0.6248
C 0.418 -0.162 0.423 -0.1105
C 0.970 -1.031 -0.386 0.1022
C 1.283 -1.932 -1.280 -0.4852
C -1.071 -0.078 0.161 -0.0946
C -1.516 0.796 -0.945 -0.2495
N -1.920 1.076 0.437 -0.5759
H 0.923 1.724 1.366 0.2097
H 2.192 0.497 1.490 0.2296
H 0.739 0.371 2.487 0.2229
H 1.267 -2.997 -1.059 0.2177
H 1.592 -1.641 -2.280 0.2170
H -1.568 -1.038 0.294 0.2063
H -2.277 0.443 -1.635 0.1976
H -0.772 1.466 -1.376 0.1904
H -1.368 1.858 0.811 0.3471
```